(1)
A molecular structure, C55H65As2NO2PRhSSi4Te, computed with wB97M-V/def2-TZVPD.

Last column: Löwdin charge in e.
CARTESIAN COORDINATES (ANGSTROEM)
Te -0.35798 2.79948 1.00643  0.77
Rh -0.80753 0.26923 0.82701  0.25
As 1.23525 -2.50860 -1.23396  1.36
As -0.22499 0.57128 -1.57843  1.22
S -5.05454 -0.62789 -0.98702  0.53
P 0.77941 -0.30924 2.52683  0.94
Si -1.83327 4.37418 2.33413  0.15
Si -3.90510 4.43150 1.16641  0.35
Si -0.60568 6.27550 1.72100  0.31
Si -2.26699 4.52009 4.64318  0.36
O 3.74542 -2.14726 0.72348  0.07
O 2.11023 -0.70363 1.27767  -0.30
N -2.90878 0.53905 0.37400  -0.03
C 2.73922 -6.43800 -1.30517  -0.09
C 3.12328 2.29105 -3.45941  -0.08
C 3.46185 -3.20472 3.50395  0.00
C -3.17515 -4.17842 -0.67182  -0.08
C 2.65500 -2.27670 2.86147  -0.13
C 3.16271 -3.53538 4.81270  -0.06
C -3.60619 3.95644 -0.60838  -0.22
C 1.27837 -2.01839 4.80287  -0.07
C -2.80367 -2.01680 3.34391  -0.07
C 2.93255 3.21870 4.56923  -0.07
C -1.46103 -1.79789 3.15425  -0.11
C -3.70513 5.71914 4.78539  -0.21
C 1.56968 -1.68997 3.48328  -0.21
C 1.52298 1.31024 -1.95984  -0.39
C -3.80545 0.04342 -0.19519  -0.98
C 3.46427 2.65274 3.42048  -0.06
C -1.82649 0.58201 3.27870  -0.17
C 3.58334 -6.44494 -2.40366  -0.09
C -1.06943 -4.23340 -1.82026  -0.11
C 3.02050 -4.15145 -2.83426  -0.11
C -0.56031 -3.24396 -0.98372  -0.40
C -3.45742 2.20310 -3.67270  -0.07
C -3.19050 0.35008 3.45315  -0.08
C -0.34001 -0.83236 -2.95858  -0.39
C -0.93091 -0.48693 3.16144  -0.39
C -2.61746 1.34459 -2.98169  -0.13
C -1.37553 -2.74288 0.00392  -0.14
C -1.23367 7.78564 2.64478  -0.20
C 2.49506 1.23229 -0.97320  -0.12
C 3.77835 1.69332 -1.22864  -0.06
C 2.07698 -2.93905 5.45888  -0.06
C -2.67949 -3.19384 0.16419  -0.09
C -4.67690 6.15316 1.18508  -0.20
C -3.08262 3.51944 -3.88780  -0.09
C 2.03618 -5.29372 -0.97422  -0.12
C 1.62372 1.11037 3.30347  -0.33
C -2.76905 3.03322 5.67039  -0.20
C -3.67739 -0.93777 3.48318  -0.04
C -2.36500 -4.70175 -1.66931  -0.07
C 0.82978 -1.79244 -3.02658  -0.43
C -1.40559 1.81115 -2.48762  -0.40
C 1.22553 6.03039 2.04908  -0.22
C 1.74812 2.72093 5.08799  -0.08
C 1.84234 1.83388 -3.20914  -0.11
C -0.85721 6.56663 -0.11695  -0.21
C 4.09159 2.22404 -2.46765  -0.08
C 2.16135 -4.14343 -1.74446  -0.40
C -5.05166 3.16012 1.93362  -0.20
C -0.82421 5.29016 5.58480  -0.20
C 2.82140 1.60039 2.79185  -0.08
C 3.72611 -5.29739 -3.16545  -0.09
C 2.91820 -1.72697 1.49952  -0.58
C -1.04775 3.14143 -2.66907  -0.16
C -1.87817 3.98568 -3.38721  -0.10
C 1.09373 1.67893 4.45622  -0.09
H -4.73818 -1.10776 3.59319  0.12
H 4.53330 1.63082 -0.45730  0.11
H -3.91782 5.83487 5.84719  0.04
H -2.81077 4.54321 -1.04970  0.00
H -1.18488 7.67696 3.71852  0.01
H 2.25038 0.79163 -0.01496  0.04
H -0.17301 4.51309 5.97444  0.00
H 1.45940 6.13869 3.10561  0.02
H -3.73436 4.18547 -4.43249  0.11
H 1.79059 6.77762 1.49406  0.03
H 4.39030 3.02858 3.00770  0.11
H 1.08929 1.89437 -3.99083  0.11
H -2.93610 0.32053 -2.82167  0.07
H -3.31386 2.91023 -0.67588  0.00
H -1.21999 5.84040 6.43655  0.04
H 4.30234 -3.63182 2.98179  0.12
H -4.19542 -4.51798 -0.55856  0.11
H -3.72916 2.62471 5.38336  0.02
H 3.43703 4.03566 5.06262  0.11
H -1.45713 1.60105 3.25963  0.00
H -5.98206 3.10054 1.37338  0.04
H -4.57014 2.18906 1.86605  -0.01
H 5.09120 2.58136 -2.66618  0.10
H 0.44136 -1.56789 5.31794  0.11
H 1.33850 3.14658 5.99358  0.09
H -2.74391 -5.46194 -2.33416  0.10
H -1.58900 5.01651 -3.53832  0.11
H -3.48627 6.69569 4.37976  0.02
H 1.85868 -3.19648 6.48409  0.10
H -5.54591 6.16787 0.52958  0.03
H 3.77982 -4.24529 5.34600  0.10
H -0.43291 -0.23677 -3.87848  0.08
H -3.97836 6.89774 0.81787  0.01
H -4.60048 5.34891 4.30994  0.01
H -4.50561 4.09664 -1.20389  0.05
H -2.25941 8.01346 2.38296  0.02
H 0.60901 -2.60688 -3.71885  0.07
H -0.21282 5.96773 5.00397  0.00
H -0.80620 -2.64800 3.01832  0.11
H 1.57252 5.04679 1.74478  -0.02
H -2.04876 2.22187 5.67610  0.01
H 3.36808 2.70020 -4.42836  0.10
H -4.40535 1.83525 -4.03949  0.11
H -5.29590 3.36267 2.97022  0.02
H 0.17509 1.30432 4.87625  0.09
H -0.62084 8.64075 2.36975  0.03
H -1.05120 -1.96132 0.68974  0.03
H 1.72184 -1.26063 -3.38259  0.06
H -3.86812 1.18328 3.53686  0.08
H -1.28758 -1.36110 -2.79896  0.07
H 2.63061 -7.32813 -0.70167  0.10
H -4.99844 6.46799 2.16332  0.01
H 3.24694 1.17320 1.89881  0.09
H -2.85899 3.40595 6.68931  0.04
H 4.38888 -5.29189 -4.01926  0.10
H -0.53888 5.70074 -0.69254  0.01
H -3.31120 -2.75405 0.92301  0.08
H 4.12852 -7.33948 -2.66264  0.10
H -3.18055 -3.03012 3.36283  0.11
H -0.43963 -4.64919 -2.59785  0.10
H 3.14886 -3.26088 -3.44035  0.10
H 1.38056 -5.30217 -0.10822  0.11
H -0.27026 7.42330 -0.44443  0.03
H -1.89695 6.75492 -0.36149  0.02
H -0.11287 3.52046 -2.26975  0.09

Forces on atoms 1 to 3 (eV/Å):
Te 0.746 0.314 -0.086
Rh -1.313 -0.687 1.253
As -0.204 -0.029 0.032

Results
**Net charge**: 0
**HOMO energy (alpha / beta)**: -7.137 / -7.137 eV
**Frontier orbital gap (alpha / beta)**: 5.736 / 5.735 eV



(2)
5 unconnected molecules or ions with the total composition C55H90Br2F4O20S2, computed with wB97M-V/def2-TZVPD.

Last column: Löwdin charge in e.
CARTESIAN COORDINATES (ANGSTROEM)
Br -0.11076 -1.37098 4.40843  0.62
Br -3.75212 -3.42545 7.15144  0.68
S 1.63411 -7.68006 8.97406  0.79
S -0.43701 -0.63080 -1.49315  0.78
F 1.63816 -3.85937 9.19075  -0.02
F -0.26082 -2.55760 8.64058  0.01
F 0.04227 -4.55215 11.01313  -0.04
F -2.02099 -4.31482 9.84030  -0.06
O 3.23117 -5.05422 0.11248  -0.13
O 7.25690 -3.57642 -1.60030  -0.21
O -2.47609 5.14588 -4.05307  -0.14
O -2.03913 0.65813 -5.57784  -0.23
O 1.08526 -0.83275 -1.68672  -0.43
O 4.44058 9.96105 -0.79137  -0.21
O 2.22137 -9.12718 8.74649  -0.45
O 8.76219 -1.72764 -3.51442  -0.13
O 1.31973 9.96834 -0.68681  -0.21
O -0.77435 -0.25451 0.00048  -0.44
O -3.23109 -4.25702 3.36813  -0.02
O -9.90451 -0.93679 3.45906  -0.21
O 10.37774 -3.58371 -1.70487  -0.21
O 0.28161 -8.09201 2.26032  -0.03
O -3.97324 7.80807 -4.08038  -0.21
O -6.78367 -0.94408 3.35450  -0.20
O 1.94749 -7.25069 10.43154  -0.41
O -2.57881 6.79107 -1.47810  -0.21
O -8.39922 0.91198 1.54495  -0.13
O 2.82503 11.81711 -2.60092  -0.13
C 0.26021 -3.94111 8.57489  -0.19
C -2.89473 -0.49875 5.53388  -0.15
C -0.63370 -4.81339 9.68729  -0.06
C -4.48124 6.55459 -4.54599  -0.18
C 0.22913 -4.65020 7.10382  0.05
C 2.32424 10.49428 -2.84277  -0.17
C -1.44331 -1.79502 -6.28852  -0.17
C -6.57888 0.46293 3.19805  -0.18
C -1.54347 6.12918 -3.58138  -0.17
C -2.37755 1.54879 -4.44940  -0.11
C -10.17911 -0.76086 2.07147  -0.19
C 9.27066 -1.46325 -2.20068  -0.17
C -2.05830 -3.09569 6.13013  -0.61
C 0.22114 -6.13077 3.97113  0.01
C -3.67360 8.71013 -5.13463  -0.11
C -1.25914 -4.48004 1.66084  -0.01
C 0.29374 10.46712 0.15679  -0.11
C -0.86508 -4.23999 5.90710  -0.05
C 0.03281 -3.91150 -5.30964  -0.20
C -1.41375 6.20786 -2.05626  -0.18
C -1.93345 -4.51503 3.19131  -0.19
C -1.47849 -3.35235 -5.75497  -0.20
C 5.45741 9.18209 -1.40307  -0.11
C -0.87210 -4.94142 4.39989  0.03
C -3.86090 5.38719 -3.77299  -0.17
C -0.17279 -5.67735 1.23207  0.03
C 3.33350 12.08151 -1.28718  -0.17
C 2.42476 -6.50535 7.69108  -0.23
C 0.56536 -5.75542 -0.24668  0.00
C -0.89116 -3.39802 -0.92591  -0.09
C 3.16893 -6.50481 -0.23934  -0.35
C 6.23090 -3.07763 -0.75671  -0.10
C -1.73710 -0.69647 -5.07946  -0.24
C 4.64536 11.36806 -0.94781  -0.18
C -7.89075 1.17638 2.85869  -0.17
C 10.58252 -2.17670 -1.86131  -0.18
C 0.20456 -4.56826 -1.36815  0.00
C -1.30601 -2.21054 -2.00851  -0.25
C 11.39457 -4.36267 -2.31657  -0.11
C 1.64048 -6.96133 -0.63281  -0.11
C -0.10616 -4.99870 -4.07915  -0.19
C 8.26140 -3.05048 -3.75626  -0.17
C 1.28535 -5.87130 6.66631  -0.09
C 6.98230 -3.40049 -2.98789  -0.19
C -5.76684 -1.72304 2.74279  -0.11
C -10.93051 -0.43801 4.30266  -0.11
C 0.14156 -6.77776 2.45135  -0.19
C 1.27418 -6.57132 5.14742  0.06
C -1.80555 -1.75991 5.47110  -0.58
C 4.21900 -6.87691 -1.46942  -0.07
C -8.90001 -0.41085 1.30310  -0.17
C 0.94162 -4.57625 -2.85522  -0.16
C -2.95167 6.19708 -0.24470  -0.11
C 1.04514 10.14427 -2.07440  -0.19
C -1.61803 -3.31913 0.55633  0.06
H -2.29879 -1.66087 -7.08299  0.12
H 5.70517 9.55094 -2.40289  0.09
H 11.64233 -3.99382 -3.31639  0.09
H 11.01766 -5.38442 -2.42140  0.09
H 0.30039 10.93147 -2.23767  0.12
H 3.68381 -7.48867 -2.31529  0.08
H -4.59540 9.17287 -5.50626  0.09
H 0.64291 9.19749 -2.44952  0.11
H -0.38908 -1.53121 -6.75978  0.13
H -1.45137 2.23479 -4.21541  0.11
H -0.57085 5.82185 -3.98178  0.13
H 11.32160 -1.96641 -2.64402  0.12
H 3.15990 -7.21009 7.06886  0.12
H 1.42813 -7.97344 -0.08154  0.12
H 10.96816 -1.80021 -0.91195  0.12
H -10.92385 0.02634 1.90820  0.12
H -2.63547 0.35166 4.73872  0.09
H -2.37698 -2.44987 0.80970  0.12
H 5.10990 -7.53917 -1.03323  0.09
H 6.35119 9.16612 -0.76836  0.09
H 2.56974 11.90650 -0.53038  0.11
H 4.65127 -5.86856 -1.87859  0.08
H -9.13677 -0.44018 0.23359  0.13
H -0.91645 -2.50021 -3.07821  0.07
H -10.52237 -0.33924 5.31085  0.09
H 1.41055 -3.50760 -2.99816  0.11
H 9.04223 -3.79513 -3.60010  0.11
H 6.58007 -4.34726 -3.36301  0.12
H -0.04468 11.45623 -0.16743  0.09
H -2.30395 6.56363 0.55741  0.09
H 6.63904 -2.97886 0.25148  0.09
H -8.11918 -1.15550 1.45926  0.11
H -1.23025 5.20338 -1.65835  0.12
H 1.56724 -7.20560 -1.79882  0.11
H -3.92787 -0.96863 5.16331  0.06
H -0.83979 0.42853 -2.35000  0.06
H -6.19325 0.83942 4.14741  0.12
H 0.58734 -4.43341 -6.21543  0.12
H -3.00020 -0.03817 6.60738  0.09
H -3.98329 6.48325 -0.02876  0.09
H 3.10507 9.74963 -2.68661  0.11
H 0.26539 -7.77649 8.67206  0.08
H 1.84680 -5.34893 -2.91340  0.11
H 3.11467 -5.69468 8.18857  0.13
H -8.65451 1.00137 3.61549  0.11
H -4.87306 -1.73901 3.37751  0.06
H -7.69375 2.25534 2.88150  0.13
H 8.50690 -1.63825 -1.44387  0.11
H 9.46766 -0.38429 -2.17787  0.13
H 5.89248 -2.08853 -1.08093  0.09
H -3.02303 9.49250 -4.73254  0.09
H -10.58134 -1.70764 1.69635  0.12
H -5.51908 -1.35419 1.74298  0.09
H -2.19042 -3.37623 -4.81378  0.10
H 0.18426 -6.09505 -4.44013  0.12
H 5.03100 11.74455 0.00154  0.12
H 3.56853 -7.08109 0.72533  0.15
H -0.56507 6.84882 -1.79587  0.12
H -11.77021 -1.13922 4.32436  0.09
H -1.75462 7.10511 -4.01907  0.11
H -3.31479 2.24755 -4.66682  0.11
H 12.28835 -4.37863 -1.68186  0.09
H -2.46827 -2.02297 -1.97207  0.13
H 5.38444 11.57835 -1.73053  0.12
H -2.63510 0.92099 -3.48957  0.08
H -4.38278 4.47333 -4.08280  0.12
H 5.39120 -3.77885 -0.73500  0.06
H 2.06006 -7.42029 4.85989  0.12
H -3.13755 8.21680 -5.95093  0.09
H -11.26893 0.55110 3.97844  0.09
H -2.90989 5.10468 -0.29841  0.08
H 8.02464 -3.07981 -4.82577  0.13
H 5.08050 8.16034 -1.50790  0.09
H -2.63515 -1.13300 -4.43935  0.13
H -5.56110 6.56578 -4.38625  0.12
H 3.80601 -4.96675 0.94752  0.12
H 0.61392 -2.93869 -4.94619  0.11
H -1.18230 -5.00105 -3.61417  0.11
H -5.83981 0.67322 2.41534  0.12
H 6.23755 -2.61329 -3.15117  0.12
H -0.54596 9.76591 0.17849  0.08
H -6.14375 -2.74479 2.63797  0.10
H -0.74951 -0.64269 -4.41852  0.11
H -4.03298 5.47436 -2.70084  0.11
H -4.29030 6.42083 -5.61778  0.12
H -0.65075 -5.96133 9.46021  0.14
H -1.86335 -4.08085 -6.59277  0.12
H 2.08748 10.46495 -3.91228  0.13
H 0.70188 10.56589 1.16498  0.09
H 3.53049 13.16047 -1.26437  0.13

Forces on atoms 1 to 3 (eV/Å):
Br -2.076 -0.703 1.355
Br 2.201 0.313 -1.346
S 4.812 -4.433 4.095

Results
**Net charge**: 0
**HOMO energy**: -9.087 eV
**SMILES string**: COCCCCCCc1c(C[SH](=O)=O)cc2c(c1C[C@@H](C)O)C(=O)c1cc(C[SH](=O)=O)c(C(F)(F)C(F)F)c(/C(Br)=C(/C)Br)c1C2=O.COCCOCCOC.COCCOCCOC.COCCOCCOC.COCCOCCOC
**Frontier orbital gap**: 6.753 eV